Entry 1:
DFT (ωB97M-V with the def2-TZVPD basis set) results for a cluster of 9 separate species, C27H72O9 in total at a distorted geometry.

```
! wB97M-V def2-TZVPD RIJCOSX def2/J DEFGRID3
* xyz 1 2
C 1.86024 -0.75170 -0.87745
C 0.58146 -0.11697 -0.25145
C -0.08161 -1.17493 0.71430
O 0.97862 1.08640 0.36920
H 1.71884 -1.74292 -1.30824
H 2.60283 -0.91870 -0.09721
H 2.34225 -0.02090 -1.52683
H -0.13196 0.04105 -1.06025
H -0.96362 -0.76762 1.20852
H 0.54277 -1.47615 1.55544
H -0.48268 -2.05249 0.20721
H 1.61326 0.95162 1.07678
C 3.33451 -1.38469 2.79344
C 3.00465 -0.06952 3.50660
C 4.16144 0.47742 4.32989
O 2.64162 0.85791 2.46559
H 3.85723 -1.19284 1.85639
H 2.50848 -2.08549 2.67244
H 4.08405 -1.92970 3.36726
H 2.15551 -0.21240 4.17491
H 5.01208 0.66809 3.67556
H 4.44461 -0.36086 4.96645
H 3.89630 1.38736 4.86824
H 2.70631 1.72285 2.87704
C -4.12541 2.51469 -1.66256
C -3.84320 1.96457 -0.29631
C -3.31117 0.50369 -0.28223
O -2.88118 2.93612 0.26658
H -5.13589 2.23457 -1.96018
H -3.40911 2.09922 -2.37137
H -4.22524 3.60011 -1.65890
H -4.69290 1.97667 0.38629
H -3.05821 0.12073 0.70644
H -2.47658 0.38687 -0.97355
H -4.12456 -0.15665 -0.58291
H -2.09473 2.91779 -0.28367
C -0.73841 3.19245 3.55555
C -1.34579 1.81769 3.22834
C -1.22818 0.79977 4.32044
O -2.71162 1.97974 2.95910
H -1.26688 3.69388 4.36636
H -0.83492 3.84875 2.69064
H 0.30390 3.10039 3.86086
H -0.90565 1.38894 2.32803
H -1.65791 -0.13944 3.97210
H -1.68098 1.18826 5.23265
H -0.20020 0.61862 4.63435
H -2.73833 2.44391 2.11920
C 1.18705 -1.78295 -4.44903
C 1.35985 -2.07604 -5.97112
C 0.17317 -1.64763 -6.88451
O 2.48515 -1.39038 -6.35634
H 2.11871 -1.70558 -3.88855
H 0.58607 -2.53388 -3.93618
H 0.63878 -0.85899 -4.26517
H 1.61763 -3.11670 -6.16779
H 0.38562 -1.72873 -7.95054
H -0.14315 -0.61706 -6.72341
H -0.68458 -2.26343 -6.61405
H 2.81078 -1.75872 -7.18089
C 4.24993 1.98919 -3.26902
C 3.55745 1.33479 -4.42133
C 3.62892 2.17259 -5.72178
O 4.10487 0.03045 -4.69221
H 5.24446 2.19803 -3.66321
H 4.33026 1.29009 -2.43662
H 3.81411 2.95238 -3.00366
H 2.49793 1.30569 -4.16705
H 4.66592 2.36270 -5.99852
H 3.15856 3.14853 -5.60178
H 3.25231 1.59312 -6.56468
H 3.51177 -0.50917 -5.22007
C -6.14512 -2.73041 2.74165
C -5.09517 -2.22854 1.73231
C -3.69444 -2.75092 2.14988
O -5.47374 -2.79646 0.57619
H -6.19586 -3.81855 2.70323
H -7.13015 -2.28957 2.58843
H -5.70668 -2.37413 3.67381
H -4.99853 -1.14342 1.69648
H -2.99156 -2.78399 1.31743
H -3.79435 -3.77876 2.49868
H -3.28820 -2.13490 2.95212
H -6.36814 -2.49181 0.40632
C -0.83907 3.40813 -3.78642
C 0.14803 3.34686 -2.60321
C 1.00601 4.58027 -2.38058
O -0.47876 3.13538 -1.36845
H -1.56352 4.22028 -3.72578
H -1.42433 2.49026 -3.84204
H -0.33530 3.54110 -4.74384
H 0.68407 2.41599 -2.78826
H 1.74896 4.40298 -1.60296
H 0.39832 5.45860 -2.16304
H 1.48874 4.71657 -3.34830
H 0.17142 2.72124 -0.79628
C 1.91957 -4.05681 5.19192
C 0.34575 -4.05162 5.26031
C -0.27474 -3.21663 4.08376
O -0.13813 -5.41847 5.21568
H 2.29434 -3.12864 5.62336
H 2.17194 -4.08843 4.13201
H 2.27515 -4.95637 5.69435
H 0.02040 -3.70676 6.24180
H -1.35093 -3.09685 4.20856
H -0.11290 -3.81204 3.18522
H 0.19451 -2.23651 3.99844
H -0.02314 -5.70154 4.30561
*
```

**Gap between HOMO and LUMO (spin up / spin down)**: 8.97 / 2.44 eV
**<S²>**: 0.75

Entry 2:
DFT (ωB97M-V with the def2-TZVPD basis set) results for a cluster of 8 separate species, C27H73B2NO11P in total at a distorted geometry.

```
! wB97M-V def2-TZVPD RIJCOSX def2/J DEFGRID3
* xyz -1 1
C 2.43255 -2.58347 1.94878
C 1.09539 -2.54612 2.01960
C 0.11522 -2.48560 0.87119
C 0.51411 -1.56107 -0.32108
C 1.29250 -2.43462 -1.33437
C 2.00862 -1.75349 -2.50576
C 3.39109 -1.08854 -2.26228
C 3.33999 0.44192 -2.17010
C 4.17311 -1.65760 -1.07355
O 1.23627 -0.46694 0.14397
P 0.40848 1.10847 -0.04707
B 0.23856 1.33880 1.88727
C -0.39982 2.68416 2.44651
O 0.68033 0.41184 2.84160
O -1.09196 0.19705 -0.30498
C -0.76532 -0.99445 -1.00213
B -2.11207 -1.81923 -1.04237
O -2.16378 -3.21254 -0.84354
N -3.37741 -1.12418 -1.37620
C -4.41105 -1.34188 -0.37202
C -3.75879 -1.58941 -2.71504
H 2.97848 -3.16654 1.21578
H 3.02590 -1.98504 2.63702
H 0.63828 -2.56725 3.00722
H -0.82489 -2.12771 1.30509
H -0.09869 -3.48614 0.47756
H 0.51425 -3.07558 -1.77210
H 1.96617 -3.10663 -0.80012
H 1.35434 -1.01379 -2.96893
H 2.17224 -2.53121 -3.26067
H 3.99590 -1.30528 -3.15133
H 3.29409 0.78345 -1.13830
H 2.52951 0.86084 -2.75908
H 4.27383 0.84184 -2.58978
H 5.24719 -1.54379 -1.26126
H 3.99542 -2.71970 -0.90830
H 3.95524 -1.09465 -0.16622
H -0.27116 2.39334 -0.26020
H 1.67216 1.89158 0.10764
H 0.64475 1.03614 -1.47232
H 0.11814 2.99575 3.36677
H -1.45852 2.55148 2.68239
H -0.31068 3.50670 1.73843
H 1.53507 0.64470 3.21921
H -0.55658 -0.71199 -2.05450
H -2.52422 -3.45372 0.00968
H -5.23018 -1.97163 -0.74344
H -4.85606 -0.39145 -0.05894
H -4.01890 -1.80870 0.53922
H -2.89708 -2.02836 -3.23215
H -4.12308 -0.77392 -3.34504
H -4.52128 -2.37222 -2.68492
C -2.52021 -0.07091 4.12597
C -3.57616 -0.01446 5.20614
O -2.98973 -0.06108 6.51425
H -1.91930 -0.97638 4.21581
H -2.96684 -0.04703 3.13043
H -1.83560 0.77574 4.20286
H -4.25233 -0.86694 5.15212
H -4.17356 0.89822 5.11111
H -2.39318 0.69295 6.57698
C -0.45770 -0.00858 9.69993
C -1.42510 -1.16974 9.84875
O -2.74844 -0.81895 9.48059
H -0.78438 0.83739 10.30633
H 0.55055 -0.29285 10.00715
H -0.41570 0.32252 8.65919
H -1.47406 -1.49451 10.88891
H -1.08249 -2.01894 9.24578
H -2.72880 -0.53785 8.55617
C -4.16911 6.40223 1.58675
C -2.75670 5.88174 1.79526
O -2.49813 4.70464 1.05544
H -4.89685 5.63745 1.86084
H -4.35368 7.29502 2.18794
H -4.33458 6.65665 0.53695
H -2.59775 5.61532 2.84058
H -2.02938 6.66008 1.53189
H -2.60057 4.89396 0.11743
C 3.06889 -0.60416 6.95032
C 3.62000 0.40040 5.95508
O 2.67521 0.71942 4.94575
H 2.76399 -1.51512 6.43469
H 3.81566 -0.85802 7.70498
H 2.19034 -0.20040 7.46026
H 4.48533 -0.00894 5.43501
H 3.93636 1.31370 6.47271
H 1.88953 1.09583 5.35694
C -7.99680 -4.24174 -4.62860
C -6.64630 -3.65412 -4.26187
O -6.75012 -2.32416 -3.77345
H -8.48854 -3.62230 -5.37966
H -7.88935 -5.25344 -5.02334
H -8.64958 -4.28452 -3.75319
H -6.00020 -3.59900 -5.13738
H -6.14948 -4.28592 -3.51675
H -7.29783 -2.33399 -2.98213
C 3.25422 1.62428 -7.29435
C 2.98785 1.53964 -5.80198
O 2.68452 0.21773 -5.38541
H 2.38931 1.26666 -7.85562
H 3.46318 2.65418 -7.59393
H 4.11071 1.00588 -7.56873
H 2.12559 2.14455 -5.52308
H 3.85504 1.91149 -5.24364
H 3.43828 -0.34470 -5.58940
C 6.93826 2.41856 -10.32114
C 6.66553 2.26576 -8.83663
O 6.39437 0.91666 -8.47575
H 6.08911 2.05532 -10.90087
H 7.11867 3.46308 -10.57976
H 7.81582 1.83754 -10.61569
H 5.78196 2.83277 -8.54761
H 7.51409 2.64212 -8.25477
H 7.16318 0.38390 -8.70152
*
```

**Gap between HOMO and LUMO**: 5.30 eV

Entry 3:
DFT (ωB97M-V with the def2-TZVPD basis set) results for a structure of composition C27H73Ba2F3N6O17S at a distorted geometry.

```
! wB97M-V def2-TZVPD RIJCOSX def2/J DEFGRID3
* xyz 2 1
Ba -1.63431 0.00684 3.71622
Ba 1.34209 4.56878 1.78799
N -0.68622 3.36797 4.27492
O -0.43885 4.60443 4.28622
O -0.30018 2.78122 3.25262
O -1.22353 2.79045 5.16414
C 0.55218 0.31802 -1.37448
F 1.78508 0.15477 -1.89757
F -0.26959 1.20076 -1.96476
F -0.09263 -0.89535 -1.42774
S 0.67224 0.72293 0.56557
O 1.75332 -0.13378 1.00325
O 0.90908 2.15986 0.69142
O -0.63503 0.20661 1.08474
C -0.89931 8.85911 2.64994
C -0.53185 7.35965 2.49459
C -1.75728 6.50206 1.93617
O -1.21035 5.32651 1.34727
C -2.07526 4.49041 0.58043
N 0.61366 7.24225 1.48540
H -1.74335 9.12809 3.28505
H -1.09245 9.13230 1.61256
H -0.02095 9.45049 2.90849
H -0.13274 6.98868 3.43862
H -2.22971 6.96849 1.07167
H -2.53804 6.18979 2.62973
H -2.93632 4.17493 1.16962
H -1.41081 3.65394 0.36378
H -2.53495 5.10703 -0.19194
H 0.20537 7.28246 0.56248
H 1.32660 7.95521 1.54471
C -4.37370 -2.11612 -1.83354
C -3.76507 -3.44366 -1.44621
C -3.28283 -4.32364 -2.67998
O -2.20416 -3.65985 -3.27505
C -1.84682 -3.94053 -4.65066
N -2.63625 -3.07328 -0.66160
H -4.81826 -1.45461 -1.08999
H -5.18577 -2.25147 -2.54791
H -3.65060 -1.54297 -2.41382
H -4.52158 -3.95546 -0.85136
H -4.11796 -4.36977 -3.37891
H -3.04953 -5.32789 -2.32619
H -1.14858 -3.33250 -5.22585
H -2.69905 -4.23584 -5.26271
H -1.25238 -4.84060 -4.80747
H -2.09798 -2.48981 -1.28605
H -3.07758 -2.39227 -0.06030
C 2.95602 -0.92140 4.40365
C 1.44565 -0.86428 4.72295
C 1.11110 -0.29686 6.08813
O -0.26555 -0.45550 6.17158
C -0.76933 -1.02831 7.34895
N 1.06520 0.01538 3.68397
H 3.45002 0.04585 4.49595
H 2.94099 -1.20730 3.35193
H 3.45881 -1.69028 4.99027
H 0.83688 -1.73623 4.48374
H 1.53674 0.69917 6.20993
H 1.66940 -0.90375 6.80093
H -1.85526 -0.98094 7.43028
H -0.32506 -0.46864 8.17206
H -0.41340 -2.05777 7.30861
H 1.61202 0.86022 3.76950
H 1.53242 -0.47265 2.93321
C 5.22352 -6.20966 -2.69546
C 5.36832 -4.93771 -3.47445
C 4.07077 -4.05439 -3.38100
O 4.37628 -2.83445 -4.04084
C 3.26913 -2.05546 -4.52381
N 6.49520 -4.15444 -2.88767
H 6.11286 -6.83978 -2.68513
H 4.35608 -6.77598 -3.03449
H 5.04883 -5.99983 -1.64021
H 5.67181 -5.20841 -4.48575
H 3.73991 -3.90010 -2.35396
H 3.28534 -4.60392 -3.89985
H 2.55059 -2.55985 -5.16986
H 3.72652 -1.17524 -4.97559
H 2.51362 -1.73127 -3.80812
H 6.60255 -3.39438 -3.54409
H 6.24861 -3.70001 -2.02005
C -2.53734 2.67719 -4.08671
C -3.72727 2.08867 -3.26699
C -4.64614 0.95420 -3.85884
O -5.24364 1.34479 -5.08243
C -6.25098 0.54011 -5.61710
N -3.15544 1.67974 -1.94544
H -1.74061 1.94196 -4.19961
H -2.01899 3.49273 -3.58241
H -2.93233 3.10343 -5.00888
H -4.41884 2.90521 -3.05943
H -5.46278 0.79208 -3.15532
H -4.07985 0.03220 -3.99047
H -6.66801 0.97216 -6.52678
H -7.02788 0.39095 -4.86727
H -5.91143 -0.47269 -5.83405
H -2.52783 0.92433 -2.18113
H -2.57752 2.48472 -1.75021
C 3.84449 -4.09775 0.80264
C 3.12569 -2.77137 0.62443
O 3.92484 -1.71522 1.14417
O 3.76921 -4.54295 2.20490
H 4.84615 -4.06655 0.37392
H 3.33367 -4.84399 0.19412
H 2.12419 -2.84539 1.04824
H 2.87853 -2.56326 -0.41658
H 3.39988 -0.92070 1.26567
H 3.62269 -5.48779 2.29094
C 2.91666 4.17019 -1.64804
C 1.37491 4.36899 -1.94398
O 0.78049 5.10429 -0.99026
O 3.26959 3.73154 -0.37533
H 3.53500 5.06228 -1.74758
H 3.22271 3.38941 -2.34433
H 0.87670 3.40037 -1.98479
H 1.09531 4.86354 -2.87423
H 0.46886 5.95168 -1.31646
H 4.00941 3.14797 -0.55887
C -0.69923 -3.43814 3.02578
C -1.53590 -3.89785 4.15115
O -1.70233 -2.80156 5.05168
O -1.28933 -2.30939 2.40556
H -0.65094 -4.27159 2.32496
H 0.32915 -3.23866 3.32704
H -1.06951 -4.62655 4.81415
H -2.48052 -4.36410 3.87112
H -2.39498 -2.92784 5.70428
H -1.68290 -2.62791 1.58993
*
```

**Gap between HOMO and LUMO**: 7.01 eV

Entry 4:
DFT (ωB97M-V with the def2-TZVPD basis set) results for a cluster of 10 separate species, C27H73N3O12S in total at a distorted geometry.

```
! wB97M-V def2-TZVPD RIJCOSX def2/J DEFGRID3
* xyz 0 1
H -0.65362 1.48099 0.16764
N -0.63205 0.60990 0.69300
C -0.29928 -0.34734 -0.08106
C -0.22958 -1.75951 0.37688
C 1.06693 -2.46096 -0.03243
C 2.27277 -2.01484 0.77976
C 2.73931 -0.56796 0.54764
N 2.81721 -0.13274 -0.84285
C 2.06107 -2.26179 2.28602
O 0.97407 -3.16416 2.60262
S 0.91000 -4.51499 1.78162
O 2.09377 -5.28028 2.04760
O -0.35695 -5.10128 2.08022
C 0.97416 -3.99825 0.05532
C -0.15646 -4.57781 -0.79357
C 0.40172 -5.28697 -2.04133
N -0.57980 -5.15943 -3.13839
H -0.06187 -0.10907 -1.11910
H -0.42177 -1.76540 1.44477
H -1.08326 -2.25033 -0.09040
H 1.22296 -2.26482 -1.09481
H 3.11482 -2.63942 0.47281
H 3.74575 -0.50122 0.95904
H 2.14081 0.13069 1.12589
H 2.08319 0.49808 -1.10989
H 2.90769 -0.88847 -1.50077
H 1.81699 -1.32230 2.76351
H 2.97910 -2.63313 2.72518
H 1.93045 -4.36488 -0.30122
H -0.72362 -5.31206 -0.23511
H -0.81027 -3.79950 -1.16708
H 0.54750 -6.34275 -1.84181
H 1.34167 -4.82156 -2.34505
H -0.13963 -5.41100 -4.01387
H -0.83708 -4.18323 -3.24358
C 3.48408 1.29357 5.62932
C 3.48695 -0.12491 5.10259
O 3.74387 -0.16630 3.69824
H 2.74747 1.87507 5.08054
H 3.23454 1.31699 6.69180
H 4.45861 1.77048 5.49372
H 2.50082 -0.56882 5.23749
H 4.21627 -0.74585 5.63427
H 4.61754 0.21029 3.52600
C -1.73568 1.19941 4.21215
C -0.61366 2.21638 4.13720
O 0.64739 1.57928 3.93170
H -1.55072 0.49216 5.02050
H -2.69644 1.68622 4.38847
H -1.79898 0.62824 3.28211
H -0.53857 2.77102 5.07086
H -0.79532 2.93224 3.32668
H 0.58965 1.08944 3.10359
C -3.63299 5.24434 6.09442
C -3.78514 3.93292 6.84335
O -2.52429 3.33466 7.13091
H -3.08746 5.08761 5.16309
H -4.60594 5.67935 5.86178
H -3.06840 5.96570 6.68967
H -4.33369 3.21074 6.24075
H -4.33906 4.08869 7.77505
H -2.02438 3.94806 7.67606
C -5.19917 1.32707 0.71950
C -3.83485 1.03492 0.12331
O -3.37963 2.10416 -0.71169
H -5.93142 1.50382 -0.06916
H -5.54249 0.49601 1.33669
H -5.16280 2.22450 1.34171
H -3.87637 0.14962 -0.51039
H -3.09927 0.85351 0.90965
H -3.32518 2.89397 -0.16705
C -2.87379 -0.91940 -4.66584
C -2.20016 -0.90035 -3.30790
O -1.14763 -1.86759 -3.23567
H -3.29040 -1.90572 -4.87234
H -3.67620 -0.18223 -4.71578
H -2.14974 -0.69858 -5.45110
H -2.92101 -1.13768 -2.52700
H -1.78446 0.08901 -3.09521
H -0.50443 -1.64607 -3.91881
C 4.18997 2.96656 0.71481
C 4.64052 2.85292 2.15717
O 5.66848 1.87177 2.33017
H 3.84337 1.99825 0.35238
H 3.37961 3.69196 0.62323
H 5.00944 3.27974 0.06217
H 3.81370 2.53061 2.78238
H 4.99470 3.82006 2.53004
H 6.42362 2.12716 1.79470
C -4.31346 -5.50792 -4.14631
C -4.43951 -6.76988 -3.31831
O -3.24551 -7.54114 -3.39295
H -4.09290 -5.75572 -5.18520
H -5.22043 -4.90040 -4.11820
H -3.48278 -4.91046 -3.76398
H -5.24650 -7.40331 -3.68429
H -4.65285 -6.51879 -2.27308
H -2.51983 -6.98676 -3.07910
C -0.15448 1.31184 -6.30616
C 0.50242 1.31871 -4.93828
O 1.52673 0.32324 -4.84487
H -0.57233 0.32889 -6.52296
H -0.95254 2.05346 -6.36049
H 0.57502 1.53393 -7.08829
H -0.22493 1.08212 -4.16262
H 0.92375 2.30274 -4.72281
H 2.18844 0.52055 -5.51281
C 2.95969 6.34468 -3.77335
C 2.91643 4.84228 -3.97798
O 2.01457 4.47150 -5.02128
H 1.96488 6.72456 -3.54024
H 3.63569 6.60959 -2.95951
H 3.30124 6.84859 -4.68045
H 2.56044 4.34350 -3.07791
H 3.91624 4.45812 -4.20489
H 2.31492 4.88889 -5.83312
*
```

**SMILES**: [H]/N=C/C[C@H]1[C@@H](CN)COS(=O)(=O)[C@H]1CCN.CCO.CCO.CCO.CCO.CCO.CCO.CCO.CCO.CCO
**Gap between HOMO and LUMO**: 9.49 eV